(1)
This record from the OMol25 dataset describes C35H41AsN5P2PdSSe2Te as an isolated structure. The level of theory is ωB97M-V/def2-TZVPD.

```
! wB97M-V def2-TZVPD RIJCOSX def2/J DEFGRID3
* xyz -1 1
Pd 0.65067 0.74778 -2.85240
Se -2.67077 -0.17844 2.97133
P -0.60112 -0.56884 2.89168
C -0.17415 -2.30423 3.21106
C -1.01199 -3.09177 3.99423
C -0.70821 -4.42776 4.20227
C 0.42446 -4.98498 3.61881
C 1.26719 -4.19969 2.84554
C 0.97293 -2.85707 2.65139
C 0.34227 0.37658 4.12652
C 1.40430 -0.18195 4.82768
C 2.10519 0.57998 5.75298
C 1.75048 1.90136 5.97577
C 0.68865 2.46053 5.27663
C -0.01641 1.70018 4.35969
C 0.19813 -0.13675 1.34360
C 0.00986 -0.47986 -0.00252
N 0.78333 0.37237 -0.70203
N 1.42117 1.16492 0.14023
N 1.08519 0.88067 1.37885
P -0.68343 -1.87587 -0.91339
Se -0.91805 -1.48972 -2.96859
C -2.20582 -2.39157 -0.06956
C -2.23337 -3.32173 0.96386
C -3.43671 -3.65397 1.56866
C -4.61403 -3.05398 1.15321
C -4.59231 -2.12537 0.12066
C -3.39587 -1.80305 -0.49542
C 0.54256 -3.19400 -0.66797
C 0.16432 -4.53288 -0.75730
C 1.12234 -5.53203 -0.69271
C 2.46538 -5.19976 -0.56700
C 2.84756 -3.86731 -0.51492
C 1.88985 -2.86392 -0.56397
H -1.91727 -2.65489 4.39922
H -1.36557 -5.04224 4.80488
H 0.64619 -6.03521 3.76274
H 2.14207 -4.62919 2.37420
H 1.62334 -2.24536 2.03989
H 1.69129 -1.21149 4.65886
H 2.92990 0.13791 6.29760
H 2.29934 2.49630 6.69522
H 0.40924 3.49242 5.44738
H -0.85473 2.12315 3.82062
H -1.32005 -3.79180 1.30509
H -3.44567 -4.37444 2.37716
H -5.55029 -3.30762 1.63468
H -5.50985 -1.65439 -0.20793
H -3.37451 -1.10325 -1.32241
H -0.87851 -4.79312 -0.88802
H 0.82200 -6.57045 -0.75577
H 3.21447 -5.98133 -0.52979
H 3.89423 -3.59782 -0.45212
H 2.20126 -1.82535 -0.55633
Te 0.45350 1.34154 -5.37462
S 3.08694 -0.36354 -2.95677
C 3.47781 1.27038 -2.96803
N 3.59854 2.05801 -1.87965
C 3.71172 3.45941 -2.26271
C 3.46985 3.40819 -3.77916
N 3.72172 1.99980 -4.08820
H 3.12327 1.77871 -1.02674
H 4.70633 3.84359 -2.02115
H 2.97043 4.06984 -1.74540
H 4.13389 4.06829 -4.33475
H 2.43036 3.63699 -4.03089
H 3.23053 1.63111 -4.90561
C -0.25034 5.11297 -3.97396
C -1.32506 4.05026 -3.81252
As -0.79710 2.58208 -2.62967
C -2.57227 1.87131 -2.21335
C -3.30241 1.39391 -3.46222
C -0.40398 3.59124 -0.98751
C -1.44725 4.61661 -0.56129
H -0.61846 5.95207 -4.56923
H 0.60222 4.68333 -4.50243
H 0.09315 5.51350 -3.01720
H -1.52776 3.58328 -4.77476
H -2.25561 4.45917 -3.40903
H -3.14527 2.64164 -1.69251
H -2.40282 1.04996 -1.51357
H -3.50857 2.22386 -4.14064
H -4.25854 0.93303 -3.20000
H -2.70514 0.66458 -4.00975
H 0.56652 4.06640 -1.14794
H -0.24251 2.85222 -0.20460
H -1.68403 5.32458 -1.35719
H -1.08325 5.19385 0.29240
H -2.37680 4.13812 -0.25139
*
```

The calculation puts the molar mass at 1092.63 g mol⁻¹. For the gap between HOMO and LUMO (alpha / beta), the calculation gives 5.402 / 5.403 eV.

How is the electron density shared among the atoms? According to Mulliken, the charges in e are: -0.057, -0.358, 0.578, 0.353, -0.796, -0.642, -0.620, -0.890, 0.005, 0.661, -0.235, -0.734, -0.465, -0.665, -0.498, -0.157, -0.378, 1.795, -1.302, -0.515, 0.958, -0.526, 0.247, 0.328, -0.800, -0.742, -0.728, -0.755, 0.594, -0.383, -0.684, -0.670, -0.730, -0.703, 0.418, 0.429, 0.409, 0.488, 0.705, 0.271, 0.399, 0.354, 0.385, 0.334, 0.357, 0.472, 0.357, 0.419, 0.235, 0.505, 0.431, 0.397, 0.454, 0.691, -0.614, -0.250, -0.019, -0.097, -0.531, 0.315, -0.228, 0.393, 0.286, 0.190, 0.373, -0.467, 0.232, -1.183, -0.694, 0.905, 0.131, -1.357, 0.022, -1.516, 0.410, 0.166, 0.267, 0.522, 0.496, 0.423, -0.404, 0.385, 0.418, 0.195, -0.091, 0.224, 0.311, 0.458, 0.329

=====

(2)
This record from the OMol25 dataset describes an isolated ion of composition C2H3ClO2P and charge -1 at a distorted geometry. The level of theory is ωB97M-V/def2-TZVPD.

```
! wB97M-V def2-TZVPD RIJCOSX def2/J DEFGRID3
* xyz -1 1
O 2.55497 -0.31571 0.49111
C 1.66239 -0.79078 -0.10998
O 1.15393 -1.71550 -0.62824
P 0.09105 0.85242 -0.24282
C -1.26409 -0.22872 -0.43127
Cl -2.81074 0.22938 0.41884
H 0.33566 1.09803 1.15191
H -0.69463 2.08248 -0.57641
H -1.02854 -1.21160 -0.07314
*
```

The calculation puts the molar mass at 125.47 g mol⁻¹. For the gap between HOMO and LUMO, the calculation gives 6.550 eV. The SMILES is O=C([O-])[PH2]=CCl.

How is the electron density shared among the atoms? According to Mulliken, the charges in e are: -0.453, 0.521, -0.417, -0.041, -0.432, -0.322, -0.036, 0.032, 0.149

=====

(3)
This record from the OMol25 dataset describes one molecule with the formula C3H4BrN3 at a distorted geometry. The level of theory is ωB97M-V/def2-TZVPD.

```
! wB97M-V def2-TZVPD RIJCOSX def2/J DEFGRID3
* xyz 0 3
C -0.58006 0.58605 -0.37141
C -1.82331 0.84370 0.35875
C 0.37116 -0.04123 0.26843
N -2.04168 0.52170 1.61933
N -1.24255 -0.31665 2.04183
N 1.40051 -0.84857 0.44462
Br -0.93788 -0.52455 3.81592
H -0.44755 0.79725 -1.36546
H -2.64391 1.48511 -0.10560
H 1.86612 -0.67471 1.31647
H 1.19399 -1.88730 0.28560
*
```

The calculation puts the molar mass at 161.99 g mol⁻¹. For the gap between HOMO and LUMO (alpha / beta), the calculation gives 6.437 / 7.753 eV.

How is the electron density shared among the atoms? According to Mulliken, the charges in e are: -0.492, -0.034, 0.131, -0.304, -0.024, -0.526, -0.088, 0.431, 0.337, 0.284, 0.286

=====

(4)
This record from the OMol25 dataset describes one molecule with the formula C6H10O2 at a distorted geometry. The level of theory is ωB97M-V/def2-TZVPD.

```
! wB97M-V def2-TZVPD RIJCOSX def2/J DEFGRID3
* xyz 0 1
C -0.96642 1.18009 -1.39790
C -0.57613 -0.29321 -1.31629
C -0.57624 -1.11789 0.25330
C 0.97722 -1.21429 0.87068
C 1.14146 0.42025 1.57954
C -0.13958 0.94079 0.65989
O -0.52807 2.03004 -0.12249
O -1.14323 0.02746 0.85951
H -2.03772 1.29864 -1.20423
H -0.43224 1.35192 -2.20918
H 0.40312 -0.32482 -1.91291
H -1.36675 -0.76604 -1.99101
H -1.27204 -2.04986 0.12862
H 1.82544 -0.92730 0.06294
H 1.37229 -2.02643 1.64448
H 2.06334 0.73582 1.57307
H 0.91809 0.31371 2.75708
H 0.33744 0.42113 -0.23509
*
```

The calculation puts the molar mass at 114.14 g mol⁻¹. For the gap between HOMO and LUMO, the calculation gives 9.840 eV. The SMILES is C1C[C@H]2CC[C@H](O1)O2.

How is the electron density shared among the atoms? According to Mulliken, the charges in e are: -0.578, -0.805, 0.099, -0.684, -0.731, 0.497, -0.504, -0.413, 0.391, 0.440, 0.316, 0.353, 0.379, 0.253, 0.298, 0.462, 0.252, -0.024

=====

(5)
This record from the OMol25 dataset describes one molecule with the formula C6H13N3 at a distorted geometry. The level of theory is ωB97M-V/def2-TZVPD.

```
! wB97M-V def2-TZVPD RIJCOSX def2/J DEFGRID3
* xyz 0 1
H 0.04972 3.39982 -1.04382
N 0.11004 3.02461 -0.08627
N -0.06344 1.77034 -0.16420
C 0.10449 0.98712 0.92540
C 0.12027 1.55156 2.31725
C 0.02274 -0.34244 0.59369
N 0.18443 -1.32286 1.49507
C 0.00519 -0.47266 -1.19432
C -1.42063 -0.87278 -1.53334
C 1.03099 -1.55137 -1.50832
H -0.89702 1.73546 2.67015
H 0.62967 0.91560 3.04253
H 0.64537 2.50914 2.30971
H 0.25239 -2.27871 1.19025
H 0.40559 -1.11538 2.45973
H 0.26854 0.40178 -1.79148
H -2.11307 -0.07889 -1.26086
H -1.51181 -1.04343 -2.60977
H -1.71087 -1.77911 -1.00316
H 1.06835 -1.70867 -2.58955
H 2.02668 -1.23414 -1.20051
H 0.79237 -2.49500 -1.01816
*
```

The calculation puts the molar mass at 127.19 g mol⁻¹. For the gap between HOMO and LUMO, the calculation gives 8.518 eV. The SMILES is [H]/N=N/C(C)=C(/N)C(C)C.

How is the electron density shared among the atoms? According to Mulliken, the charges in e are: 0.212, -1.035, 0.435, 0.259, -1.192, -0.037, -0.354, 0.781, -1.385, -1.485, 0.235, 0.382, 0.375, 0.184, 0.180, 0.312, 0.373, 0.409, 0.278, 0.424, 0.330, 0.319

=====

(6)
This record from the OMol25 dataset describes one molecule with the formula C2H3NO2S at a distorted geometry. The level of theory is ωB97M-V/def2-TZVPD.

```
! wB97M-V def2-TZVPD RIJCOSX def2/J DEFGRID3
* xyz 0 1
O 2.31952 0.43270 0.06426
N 1.78504 -0.81105 0.00410
C 0.50425 -0.97778 -0.11909
C -0.52295 0.08887 -0.06097
O -0.03055 1.31102 -0.07623
S -2.08746 -0.19908 0.06650
H 3.22911 0.32953 0.33117
H 0.24805 -2.07191 -0.13046
H -0.77260 1.98876 -0.11736
*
```

The calculation puts the molar mass at 105.12 g mol⁻¹. For the gap between HOMO and LUMO, the calculation gives 8.771 eV. The SMILES is O/N=C\C(O)=S.

How is the electron density shared among the atoms? According to Mulliken, the charges in e are: -0.312, -0.338, -0.289, 0.652, -0.436, -0.344, 0.359, 0.344, 0.364

=====

(7)
This record from the OMol25 dataset describes C4H2I2O4 as an isolated structure at a distorted geometry. The level of theory is ωB97M-V/def2-TZVPD.

```
! wB97M-V def2-TZVPD RIJCOSX def2/J DEFGRID3
* xyz 0 1
C -0.78941 -0.84480 0.54500
C 0.91792 0.62971 0.96639
C -1.20156 0.21967 -0.43870
C 1.77796 0.25945 -0.10908
O -1.17196 -2.00960 0.46655
O 0.94645 1.73146 1.38415
O 0.11137 -0.43822 1.44082
O -2.22888 -0.04298 -1.23796
I 3.06370 1.78212 -0.64014
I 2.22780 -1.67222 -0.75387
H -1.07907 1.28801 -0.29596
H -2.57434 -0.90261 -1.32720
*
```

The calculation puts the molar mass at 367.86 g mol⁻¹. For the gap between HOMO and LUMO (alpha / beta), the calculation gives 7.981 / 6.511 eV.

How is the electron density shared among the atoms? According to Mulliken, the charges in e are: 0.513, 0.634, -0.111, -0.428, -0.559, -0.477, -0.304, -0.453, 0.206, 0.221, 0.405, 0.353

=====

(8)
This record from the OMol25 dataset describes one molecule with the formula C6H10. The level of theory is ωB97M-V/def2-TZVPD.

```
! wB97M-V def2-TZVPD RIJCOSX def2/J DEFGRID3
* xyz 0 1
C 2.62041 0.27307 -0.53741
C 1.64058 0.16870 0.54012
C 0.53035 -0.07606 0.94805
C -0.86215 -0.44750 0.63068
C -0.77196 -0.56852 -0.92022
C -1.90215 0.56032 1.12556
H 3.01354 1.28108 -0.68469
H 3.43739 -0.44758 -0.47414
H 2.04592 0.02729 -1.45628
H -1.10029 -1.42951 1.05787
H -1.34374 0.20799 -1.43582
H -1.07731 -1.54574 -1.29808
H 0.26727 -0.44686 -1.25973
H -1.74442 1.54854 0.67790
H -2.91468 0.22752 0.87321
H -1.83875 0.66727 2.21299
*
```

The calculation puts the molar mass at 82.15 g mol⁻¹. For the gap between HOMO and LUMO, the calculation gives 10.199 eV. The SMILES is CC#CC(C)C.

How is the electron density shared among the atoms? According to Mulliken, the charges in e are: -0.956, 0.220, -0.491, 0.746, -0.761, -1.390, 0.290, 0.279, 0.242, 0.239, 0.317, 0.293, -0.088, 0.360, 0.342, 0.358

=====

Respective relative energy (zero: lowest compared OMol25 entry of this formula, charge and spin) values: 0.0 460.0 13.6 825.3 283.2 285.4 216.7 219.6 kJ/mol.